<i>
Here is an isolated ion of composition C5H12NOS and charge +1 from the OMol25 dataset. Energies are from ωB97M-V/def2-TZVPD.

Output
charge: +1
E_HOMO: -0.498 hartree
Kohn-Sham gap: 9.49 eV
multiplicity: 1
LUMO: -4.05 eV

Last columns: bonded neighbours and bond lengths (Å).
Element x y z (Å)
1 C 0.8703 -1.8290 0.4897  C2 1.541, N6 1.484, H9 1.193, H10 1.115
2 C -0.2435 -2.3692 -0.4284  C1 1.541, S8 1.780, H11 1.042, H12 1.047
3 C -1.6112 -0.1384 -0.2183  O7 1.281, S8 1.650, H13 1.036
4 C 1.4949 0.5675 -0.0061  N6 1.427, H14 1.071, H15 1.067, H16 1.017
5 C -2.2856 2.1708 0.0131  O7 1.458, H17 1.077, H18 1.067, H19 1.059
6 N 0.6428 -0.3716 0.6478  C1 1.484, C4 1.427, H20 1.039
7 O -2.3401 0.7522 0.3436  C3 1.281, C5 1.458
8 S -1.8098 -1.7376 0.1350  C2 1.780, C3 1.650
9 H 0.7961 -2.4269 1.5192  C1 1.193
10 H 1.7261 -2.2277 -0.1028  C1 1.115
11 H -0.1198 -2.1014 -1.4273  C2 1.042
12 H -0.1596 -3.4024 -0.2795  C2 1.047
13 H -1.0240 0.3071 -0.9457  C3 1.036
14 H 2.4872 0.5152 0.3923  C4 1.071
15 H 1.5495 0.1072 -0.9675  C4 1.067
16 H 1.1753 1.5322 0.0289  C4 1.017
17 H -2.0822 2.6115 -0.9485  C5 1.077
18 H -1.6650 2.6045 0.7647  C5 1.067
19 H -3.2939 2.4084 0.2319  C5 1.059
20 H 0.6295 -0.2081 1.6739  N6 1.039


<ii>
Here is an isolated ion of composition C5H12NOS and charge +1 from the OMol25 dataset. Energies are from ωB97M-V/def2-TZVPD.

Output
charge: +1
E_HOMO: -0.503 hartree
Kohn-Sham gap: 10.55 eV
multiplicity: 1
LUMO: -3.14 eV

Last columns: bonded neighbours and bond lengths (Å).
Element x y z (Å)
1 O 1.0106 1.4911 0.6996  C2 1.187
2 C 0.6832 1.9868 -0.3282  O1 1.187, C3 1.517, H9 1.090
3 C -0.3452 1.2754 -1.1865  C2 1.517, C4 1.554, N8 1.491, H10 1.084
4 C -1.4359 0.6598 -0.2659  C3 1.554, C5 1.517, H11 1.082, H12 1.056
5 C -1.3729 -0.8466 -0.0952  C4 1.517, S6 1.781, H13 1.094, H14 1.050
6 S 0.0667 -1.6777 0.5432  C5 1.781, C7 1.772, H19 1.341
7 C 0.7051 -0.8969 1.9999  S6 1.772, H15 1.090, H16 1.079, H17 1.104
8 N 0.4122 0.1905 -1.8740  C3 1.491, H18 0.995, H20 1.027
9 H 1.0013 2.9633 -0.6921  C2 1.090
10 H -0.8396 1.7540 -2.0235  C3 1.084
11 H -2.3826 0.8890 -0.7377  C4 1.082
12 H -1.4264 1.1171 0.6854  C4 1.056
13 H -1.4923 -1.3164 -1.0755  C5 1.094
14 H -2.2277 -1.2251 0.3826  C5 1.050
15 H 1.2136 -1.6066 2.6533  C7 1.090
16 H 0.0148 -0.2544 2.5240  C7 1.079
17 H 1.5036 -0.1737 1.7566  C7 1.104
18 H -0.0555 -0.1701 -2.6745  N8 0.995
19 H 1.0036 -1.5170 -0.4024  S6 1.341
20 H 1.3758 0.3949 -2.1639  N8 1.027


How do the energies compare? Relative to the most stable structure, in hartree: <i> 0.0302; <ii> 0.0000.